Entry from OMol25: a 3-piece molecular cluster, C23H43BrO10P2 overall at a distorted geometry (ωB97M-V/def2-TZVPD).

XYZ file:
```
79
Properties=species:S:1:pos:R:3:forces:R:3
C -1.080 -1.943 0.056 -0.4 0.7 -0.6
C 0.000 -1.056 -0.641 0.3 -0.9 0.0
C -0.413 -0.497 -2.032 0.5 0.2 0.7
C -1.605 0.517 -2.022 0.2 0.5 0.5
C -1.255 1.650 -1.013 0.9 -0.1 -0.1
C -2.991 -0.117 -1.812 0.3 0.1 -0.1
C -3.532 -0.912 -2.737 -0.7 -0.2 -0.2
Br -2.680 -1.316 -4.423 -0.6 0.1 0.8
C -4.897 -1.594 -2.543 0.1 1.5 0.6
O -5.164 -2.581 -3.139 -0.5 -1.5 -0.9
C -5.884 -0.949 -1.580 1.0 0.0 -0.6
C -5.364 -0.140 -0.669 0.0 0.3 -0.1
C -3.853 0.095 -0.564 -1.2 -0.4 -1.0
O -3.428 0.400 0.507 0.7 0.5 0.9
H -1.812 -2.262 -0.716 0.4 -0.1 0.5
H -0.683 -2.847 0.542 0.0 0.5 -0.1
H -1.650 -1.316 0.766 0.3 -0.5 -0.1
H 0.884 -1.706 -0.822 -0.4 0.4 0.1
H 0.353 -0.271 0.053 -0.2 -0.2 -0.4
H 0.469 0.068 -2.408 -0.5 -0.2 0.0
H -0.543 -1.349 -2.719 -0.2 0.4 0.3
H -1.628 0.997 -3.024 -0.1 -0.4 0.4
H -1.287 1.314 0.037 -0.3 0.3 -0.6
H -0.188 1.902 -1.193 -0.6 0.0 0.0
H -1.815 2.588 -1.168 -0.1 -0.5 0.2
H -6.959 -1.151 -1.645 0.6 -0.2 -0.1
H -6.045 0.334 0.049 0.8 -0.1 0.0
C -2.511 7.887 3.626 -0.1 -0.1 -0.1
C -1.077 8.018 3.151 0.1 0.4 0.5
O -0.600 6.830 2.532 -1.0 -0.1 -0.5
P -0.842 6.547 0.919 6.5 -1.3 4.0
O -0.472 7.899 0.372 -3.5 -0.6 -1.4
O 0.550 5.739 0.578 -0.8 -0.2 -0.8
C 1.489 6.276 -0.353 0.2 0.3 -0.1
C 2.507 7.168 0.334 0.2 0.0 0.2
O -1.533 5.064 1.162 -0.8 1.8 -1.6
C -2.153 4.584 2.346 -1.0 -0.2 0.5
C -3.651 4.838 2.326 -0.1 -0.2 -0.2
H -3.188 7.777 2.775 0.0 0.1 0.0
H -2.817 8.771 4.189 0.0 0.0 0.0
H -2.634 7.013 4.269 0.0 0.0 0.0
H -0.980 8.886 2.497 0.1 -0.2 -0.2
H -0.430 8.200 4.012 0.1 -0.1 -0.1
H 0.972 6.804 -1.154 0.0 0.1 0.1
H 2.004 5.434 -0.821 -0.1 -0.1 0.2
H 2.046 7.843 1.056 -0.2 0.0 -0.2
H 3.049 7.769 -0.398 0.0 -0.1 0.0
H 3.223 6.563 0.894 0.0 0.0 -0.1
H -1.687 4.961 3.253 0.1 0.4 -0.3
H -1.986 3.504 2.358 0.2 0.1 -0.3
H -3.883 5.846 1.980 0.1 0.0 0.2
H -4.083 4.690 3.317 0.0 0.0 0.0
H -4.144 4.150 1.635 0.0 0.0 0.0
C 4.380 -8.126 -2.022 -0.1 0.1 -0.1
C 4.704 -7.490 -0.684 0.5 -0.3 0.0
O 4.086 -6.221 -0.522 -0.7 -0.6 -0.7
P 2.538 -6.080 0.075 7.2 4.8 1.7
O 2.754 -6.998 1.255 -3.5 -1.8 -1.6
O 2.702 -4.660 0.899 -1.3 -0.1 -0.1
C 2.531 -4.619 2.316 0.1 -0.1 0.3
C 3.842 -4.864 3.042 0.3 0.1 0.0
O 2.106 -5.106 -1.205 -1.7 -1.8 0.8
C 2.715 -5.024 -2.484 -0.2 -0.3 -1.0
C 2.032 -5.947 -3.480 -0.2 0.1 -0.1
H 3.317 -8.373 -2.081 0.0 -0.1 0.0
H 4.949 -9.047 -2.162 0.0 0.0 0.1
H 4.614 -7.450 -2.846 0.0 0.0 0.0
H 4.446 -8.175 0.126 -0.1 0.2 0.1
H 5.782 -7.321 -0.619 -0.1 0.1 0.0
H 1.764 -5.327 2.628 0.1 -0.1 0.0
H 2.157 -3.625 2.572 0.0 0.0 -0.2
H 4.408 -5.691 2.610 -0.2 -0.1 0.0
H 3.663 -5.087 4.095 0.0 0.1 0.0
H 4.484 -3.984 2.971 -0.1 0.0 0.1
H 3.789 -5.178 -2.454 -0.1 -0.3 0.4
H 2.577 -3.992 -2.818 -0.2 0.0 0.3
H 1.841 -6.930 -3.050 0.2 0.0 0.0
H 2.638 -6.061 -4.381 0.0 0.0 0.0
H 1.063 -5.541 -3.774 0.0 0.0 0.0
```
Forces are in eV/Å.

Computed properties:
**Charge**: 0
**Structure (SMILES)**: CCC[C@H](C)C1=C(Br)C(=O)C=CC1=O.CCOP(=O)(OCC)OCC.CCOP(=O)(OCC)OCC
**Frontier orbital gap**: 8.7 eV